Density functional theory data (wB97M-V/def2-TZVPD) for a cluster of 11 separate species, C28H74F13INO12P3S11Si in total.

Geometry as ORCA input:
```
! RIJCOSX wB97M-V def2-TZVPD def2/J DEFGRID3
* xyz 0 1
C -0.80 -0.14 0.87
P -0.67 -0.43 -1.00
C -2.12 -1.43 -1.69
Si -0.38 1.48 -2.10
C 1.31 2.17 -1.50
C 2.57 1.81 -2.41
C 3.67 0.87 -1.72
F 3.64 0.88 -0.32
F 4.93 1.44 -2.09
C 3.56 -0.57 -2.39
F 2.20 -0.90 -2.44
F 3.96 -0.40 -3.75
C 4.50 -1.71 -1.79
F 5.25 -2.27 -2.86
F 5.52 -1.11 -0.99
C 3.80 -2.77 -0.84
F 4.80 -3.19 0.08
F 2.81 -2.19 -0.02
S 3.10 -4.31 -1.61
F 2.78 -3.63 -3.07
F 1.55 -3.79 -1.12
F 3.20 -5.05 -0.10
F 4.56 -4.92 -2.05
F 2.40 -5.72 -2.17
P -1.96 2.94 -1.46
N -3.54 2.43 -2.07
O -2.05 2.95 0.28
P -0.48 1.07 -4.27
O -0.01 2.53 -5.09
I -2.78 0.63 -5.03
H 0.04 -0.76 1.35
H -1.80 -0.55 1.27
H -0.62 0.93 1.20
H -2.98 -0.80 -2.06
H -2.50 -2.14 -0.86
H -1.69 -2.13 -2.49
H 1.40 1.89 -0.40
H 1.19 3.32 -1.51
H 2.26 1.39 -3.44
H 3.09 2.80 -2.66
H -4.25 2.78 -1.39
H -3.60 1.40 -2.13
H -2.81 2.36 0.49
H 0.40 3.09 -4.40
C -3.83 7.38 1.46
S -3.04 7.04 -0.12
O -3.47 5.68 -0.56
C -1.36 6.90 0.53
H -4.90 7.47 1.30
H -3.63 6.56 2.16
H -3.44 8.32 1.87
H -1.32 6.11 1.29
H -1.06 7.85 0.97
H -0.69 6.65 -0.29
C 2.78 -6.02 2.83
S 2.82 -6.45 4.58
O 1.48 -6.09 5.16
C 3.98 -5.15 5.06
H 2.08 -6.69 2.33
H 2.45 -4.99 2.70
H 3.77 -6.15 2.40
H 3.58 -4.17 4.80
H 4.93 -5.32 4.56
H 4.12 -5.20 6.14
C -1.71 4.46 -7.36
S -1.17 6.01 -6.59
O -1.81 6.09 -5.24
C -2.10 7.09 -7.69
H -1.28 3.63 -6.80
H -2.80 4.39 -7.33
H -1.36 4.43 -8.39
H -3.17 6.85 -7.64
H -1.74 6.97 -8.72
H -1.95 8.12 -7.38
C 10.30 1.17 -1.41
S 9.34 1.32 -2.93
O 8.79 2.70 -2.98
C 8.01 0.22 -2.42
H 11.18 1.81 -1.49
H 9.69 1.48 -0.56
H 10.62 0.13 -1.28
H 7.55 0.59 -1.51
H 8.40 -0.79 -2.26
H 7.26 0.19 -3.22
C 3.77 -10.56 3.05
S 3.40 -10.52 4.82
O 4.61 -10.00 5.52
C 3.37 -12.31 5.03
H 3.88 -9.54 2.70
H 4.71 -11.10 2.88
H 2.96 -11.05 2.52
H 4.34 -12.73 4.73
H 2.57 -12.74 4.43
H 3.19 -12.53 6.08
C 1.13 9.08 -3.99
S 0.61 9.15 -2.26
O 0.54 7.75 -1.75
C -1.07 9.70 -2.59
H 2.16 8.72 -4.02
H 0.49 8.39 -4.54
H 1.08 10.07 -4.42
H -1.58 8.97 -3.23
H -1.05 10.67 -3.08
H -1.61 9.78 -1.65
C -0.14 -10.40 8.18
S 1.38 -11.37 8.02
O 1.18 -12.34 6.90
C 1.18 -12.29 9.56
H -0.24 -9.78 7.29
H -1.00 -11.07 8.25
H -0.08 -9.77 9.06
H 0.24 -12.84 9.55
H 1.20 -11.59 10.40
H 2.01 -12.99 9.65
C -8.41 7.10 4.87
S -7.00 6.55 3.89
O -6.50 7.73 3.12
C -7.96 5.52 2.75
H -8.06 7.79 5.63
H -9.14 7.61 4.23
H -8.88 6.24 5.35
H -8.71 6.13 2.24
H -8.44 4.72 3.30
H -7.28 5.10 2.01
C -6.36 6.62 -2.51
S -6.88 6.69 -0.78
O -6.96 5.28 -0.28
C -8.57 7.24 -1.12
H -5.33 6.25 -2.54
H -7.01 5.93 -3.06
H -6.41 7.62 -2.94
H -9.07 6.52 -1.76
H -8.54 8.22 -1.60
H -9.10 7.31 -0.17
C -0.49 -5.95 0.78
S -0.65 -6.17 -1.01
O -1.82 -5.36 -1.46
C -1.18 -7.89 -0.93
H -0.20 -4.91 0.97
H -1.45 -6.15 1.26
H 0.28 -6.62 1.16
H -2.09 -7.97 -0.33
H -0.39 -8.50 -0.49
H -1.37 -8.24 -1.94
*
```

**LUMO level**: -1.41 eV
**Frontier orbital gap**: 0.1851 hartree
**Calculated total energy**: -9358.00103 hartree
**HOMO level**: -6.45 eV

Mulliken population analysis, charges in e, atoms 1 to 8: -1.1227 0.7915 -0.9824 -0.9591 -0.6414 -1.2647 1.1638 -0.3023